[1]
This record from OMol25 describes C12H9CuN4S as an isolated structure in a non-equilibrium geometry. The level of theory is ωB97M-V/def2-TZVPD.

```
27
Properties=species:S:1:pos:R:3:mulliken_charge:R:1
Cu 8.807 13.676 1.835 -0.19
C 7.273 8.178 1.991 -0.17
C 8.501 8.912 1.956 -0.66
C 8.417 10.297 1.860 0.17
C 7.243 10.951 1.862 0.61
C 6.085 10.187 1.904 -0.10
C 6.066 8.804 2.089 -0.62
N 7.197 12.315 1.758 0.04
N 6.042 12.788 1.990 -0.36
C 5.904 14.041 1.842 0.50
C 4.822 14.902 1.828 -0.72
C 5.017 16.308 1.943 0.04
C 6.196 16.970 1.899 -0.64
C 7.338 16.036 1.925 0.34
N 7.236 14.712 1.846 -0.11
H 7.213 7.030 1.925 0.26
H 9.458 8.454 1.833 0.42
H 9.365 10.925 1.971 -0.14
H 5.091 10.660 1.888 0.31
H 5.126 8.107 2.013 0.25
H 3.985 14.335 2.096 0.43
H 3.895 16.911 1.885 0.19
H 5.869 18.118 1.812 0.23
H 8.393 16.345 1.760 0.36
S 12.483 10.932 1.830 -0.41
C 11.486 12.235 1.992 0.62
N 10.625 13.037 2.159 -0.64
```

For the molar mass, the calculation gives 304.85 g mol⁻¹. The calculation puts the HOMO-LUMO gap at 5.3 eV. As for the net charge: 0. The total energy is -74021.311 eV.

---

[2]
This record from OMol25 describes C12H9N2Se3TeW as an isolated structure. The level of theory is ωB97M-V/def2-TZVPD.

```
28
Properties=species:S:1:pos:R:3:mulliken_charge:R:1
W -2.177 -0.817 1.140 1.15
C -0.938 -4.574 -3.219 -0.30
C 0.200 -3.959 -2.685 -0.86
C 0.102 -3.242 -1.520 0.07
C -1.174 -3.100 -0.912 0.65
C -2.321 -3.758 -1.441 -0.30
C -2.195 -4.478 -2.595 -0.72
N -1.338 -2.304 0.165 0.18
N -0.255 -1.430 0.560 -0.44
C -0.199 -1.536 1.949 0.28
C 1.140 -2.427 4.234 -0.28
C 1.550 -1.130 4.598 -0.37
C 0.893 0.064 4.431 -0.13
C -0.361 0.271 3.755 -0.29
C -0.680 -0.407 2.640 -0.07
H -0.844 -5.160 -4.126 0.45
H 1.156 -4.074 -3.175 0.43
H 0.973 -2.793 -1.061 0.52
H -3.277 -3.660 -0.944 0.25
H -3.050 -4.978 -3.029 0.44
H 1.538 -3.236 4.849 0.39
H 2.406 -1.117 5.267 0.40
H 1.290 0.913 4.980 0.45
H -1.016 1.047 4.137 0.46
Se -2.907 0.872 -0.361 0.02
Se -4.244 0.814 1.610 0.00
Te -4.512 -1.721 1.837 0.19
Se 0.098 -3.144 2.947 0.43
```

For the molar mass, the calculation gives 729.54 g mol⁻¹. The calculation puts the HOMO-LUMO gap (spin up / spin down) at 5.2 / 5.2 eV. For the relative energy (zero: lowest compared OMol25 entry of this formula, charge and spin), the calculation gives 0.0 kcal/mol. As for the net charge: +3. The total energy is -220693.759 eV.

---

[3]
This record from OMol25 describes C12H9N3O2 as an isolated structure in a non-equilibrium geometry. The level of theory is ωB97M-V/def2-TZVPD.

```
26
Properties=species:S:1:pos:R:3:mulliken_charge:R:1
N 0.680 2.739 3.760 -0.56
N 0.621 -2.199 -2.844 -0.60
N -0.512 1.799 2.051 -0.59
O 2.321 3.645 4.853 -0.49
O 2.742 1.882 3.209 -0.45
C 1.924 2.729 3.981 0.51
C -0.114 -1.062 -2.943 -0.27
C 1.522 -2.245 -1.912 -0.38
C 0.624 2.019 2.663 0.61
C -0.524 1.083 0.939 0.25
C 1.777 0.626 1.174 -0.79
C -0.111 -0.064 -1.964 -0.51
C 1.549 -1.412 -0.888 -0.58
C 1.811 1.443 2.337 0.31
C 0.637 0.502 0.467 0.83
C 0.727 -0.245 -0.783 0.66
C -1.891 0.859 0.485 -1.24
H 1.469 3.988 5.092 0.41
H -0.851 -1.000 -3.793 0.31
H 2.083 -3.165 -1.792 0.34
H 2.786 0.376 0.766 0.44
H -0.840 0.766 -2.039 0.33
H 2.204 -1.558 -0.079 0.49
H -2.171 -0.175 0.346 0.39
H -2.631 1.203 1.205 0.36
H -2.074 1.224 -0.532 0.23
```

For the molar mass, the calculation gives 227.22 g mol⁻¹. The calculation puts the HOMO-LUMO gap at 8.8 eV. For the relative energy (zero: lowest compared OMol25 entry of this formula, charge and spin), the calculation gives 39.3 kcal/mol. As for the net charge: 0. The total energy is -21153.417 eV.

---

[4]
This record from OMol25 describes C13H10BaCl2N5S as an isolated structure in a non-equilibrium geometry. The level of theory is ωB97M-V/def2-TZVPD.

```
32
Properties=species:S:1:pos:R:3:mulliken_charge:R:1
Ba -1.002 0.468 0.850 1.40
N 2.064 3.346 -1.089 -0.45
C 1.275 2.229 -1.016 0.25
S -0.346 2.394 -1.544 -0.52
N 1.904 1.136 -0.626 -1.02
N 1.138 0.062 -0.424 0.36
C 1.722 -1.078 -0.339 -0.51
C 0.957 -2.278 -0.087 0.85
C 1.601 -3.521 -0.010 -0.78
C 0.859 -4.667 0.161 -0.19
C -0.524 -4.565 0.269 -0.60
C -1.078 -3.300 0.222 -0.19
N -0.380 -2.183 0.050 -0.26
H 1.545 4.205 -1.144 0.23
H 2.861 3.350 -0.468 0.28
H 2.799 -1.161 -0.480 0.29
H 2.680 -3.561 -0.083 0.31
H 1.341 -5.635 0.221 0.41
H -1.147 -5.439 0.398 0.35
H -2.150 -3.169 0.340 0.33
Cl -0.374 -0.732 5.991 -0.27
C 0.135 0.859 5.482 0.52
C 0.583 1.735 6.436 -0.62
C 1.009 3.021 6.087 -0.37
C 0.973 3.376 4.742 -0.65
C 0.519 2.492 3.791 0.60
Cl 0.527 3.024 2.120 -0.28
C 0.032 1.144 4.048 -0.36
N -0.423 0.300 3.177 -1.03
H 0.606 1.419 7.473 0.34
H 1.359 3.717 6.838 0.32
H 1.304 4.361 4.432 0.30
```

For the molar mass, the calculation gives 476.56 g mol⁻¹. The calculation puts the HOMO-LUMO gap at 4.2 eV. As for the net charge: -1. The total energy is -57668.801 eV.

---

[5]
This record from OMol25 describes C13H10BeO4 as an isolated structure. The level of theory is ωB97M-V/def2-TZVPD.

```
28
Properties=species:S:1:pos:R:3:mulliken_charge:R:1
Be -0.564 2.422 -0.733 -0.61
C -0.450 4.203 -1.435 -0.41
C -1.772 3.695 -1.510 -0.41
C -1.738 2.497 -2.269 -0.39
C -0.399 2.268 -2.666 -0.28
C 0.400 3.315 -2.144 -0.40
H -0.157 5.140 -0.991 0.48
H -2.655 4.177 -1.125 0.48
H -2.592 1.902 -2.547 0.47
H -0.050 1.454 -3.280 0.49
H 1.452 3.461 -2.327 0.48
O -0.408 1.551 2.557 -0.67
C -0.238 0.931 1.534 0.81
O -0.342 1.464 0.337 -0.11
C 0.122 -0.522 1.530 0.00
C 0.298 -1.157 2.749 -0.62
C 0.639 -2.509 2.825 -0.85
C 0.789 -3.175 1.635 1.00
O 1.113 -4.486 1.438 -0.49
C 1.157 -4.679 0.023 -0.23
O 0.817 -3.442 -0.600 -0.51
C 0.611 -2.546 0.417 1.21
C 0.281 -1.223 0.324 -1.27
H 0.164 -0.575 3.650 0.48
H 0.779 -3.013 3.771 0.43
H 0.434 -5.444 -0.261 0.24
H 2.165 -4.973 -0.272 0.25
H 0.143 -0.734 -0.630 0.42
```

For the molar mass, the calculation gives 239.23 g mol⁻¹. The calculation puts the HOMO-LUMO gap at 8.7 eV. For the relative energy (zero: lowest compared OMol25 entry of this formula, charge and spin), the calculation gives 0.0 kcal/mol. As for the net charge: 0. The total energy is -22236.427 eV.

---

[6]
This record from OMol25 describes C13H10CaF5N as an isolated structure in a non-equilibrium geometry. The level of theory is ωB97M-V/def2-TZVPD.

```
30
Properties=species:S:1:pos:R:3:mulliken_charge:R:1
C -0.268 1.205 -2.953 -0.97
C 1.144 1.332 -2.799 -0.20
C 1.396 2.165 -1.671 -0.54
C 0.142 2.517 -1.090 -0.27
C -0.889 1.925 -1.885 -0.63
Ca -0.227 -0.729 -0.920 1.11
N -3.581 -0.034 -1.803 -0.58
C 0.679 -2.625 -1.382 -1.10
C 1.634 -2.191 -2.246 -0.75
H 2.371 2.537 -1.352 0.37
H 1.904 0.947 -3.483 0.35
H -0.001 3.209 -0.261 0.42
H -1.963 2.065 -1.745 0.45
H -0.793 0.730 -3.787 0.28
H 1.406 -1.857 -3.301 0.26
H 0.799 -2.544 -0.252 0.46
H -3.547 -1.089 -1.781 -0.12
H 2.686 -2.448 -1.997 0.14
H -0.008 -3.387 -1.744 0.30
F 1.330 -1.946 1.729 -0.32
C 0.452 -1.079 2.359 0.79
C -0.277 -0.172 1.613 -1.01
C -0.938 0.801 2.345 0.29
F -1.553 1.845 1.710 -0.29
C -0.980 0.796 3.760 -0.01
F -1.662 1.753 4.424 -0.34
C -0.324 -0.201 4.484 0.59
F -0.411 -0.260 5.832 -0.33
C 0.412 -1.143 3.769 -0.02
F 1.071 -2.121 4.426 -0.34
```

For the molar mass, the calculation gives 315.30 g mol⁻¹. The calculation puts the HOMO-LUMO gap (spin up / spin down) at 5.0 / 4.2 eV. For the relative energy (zero: lowest compared OMol25 entry of this formula, charge and spin), the calculation gives 10.7 kcal/mol. As for the net charge: -2. The total energy is -47151.727 eV.

---

[7]
This record from OMol25 describes C13H11AuBrN3OS2 as an isolated structure. The level of theory is ωB97M-V/def2-TZVPD.

```
32
Properties=species:S:1:pos:R:3:mulliken_charge:R:1
Au 0.513 -0.166 2.136 0.07
O -2.704 -0.024 1.262 -0.69
N -2.848 1.136 1.782 0.53
C -3.731 2.001 1.210 -0.13
C -3.973 3.254 1.709 -0.70
C -3.289 3.668 2.846 -0.16
C -2.385 2.797 3.414 -0.71
C -2.142 1.521 2.897 0.15
S -1.047 0.436 3.701 -0.40
H -4.222 1.587 0.343 0.41
H -4.689 3.889 1.207 0.36
H -3.450 4.651 3.270 0.36
H -1.813 3.076 4.287 0.37
Br 4.886 -1.349 -2.821 -0.28
C 3.925 -1.275 -1.171 0.06
C 4.037 -0.125 -0.349 -0.40
C 3.110 0.099 0.624 -0.30
N 2.027 -0.720 0.854 -0.17
C 1.891 -1.793 0.000 -0.42
C 2.772 -2.085 -0.995 -0.31
H 4.859 0.570 -0.469 0.35
H 3.202 0.952 1.283 0.29
H 1.017 -2.409 0.159 0.33
H 2.588 -2.939 -1.632 0.37
S -1.574 0.338 -3.382 -0.23
C 0.133 0.491 -3.448 -0.31
C 0.644 0.449 -2.192 -0.47
N -0.279 0.307 -1.186 -0.03
C -1.476 0.229 -1.662 -0.19
H 0.663 0.584 -4.382 0.44
H 1.694 0.497 -1.937 0.41
H -2.343 0.084 -1.030 0.41
```

For the molar mass, the calculation gives 566.26 g mol⁻¹. The calculation puts the HOMO-LUMO gap (spin up / spin down) at 4.4 / 7.5 eV. The multiplicity is 2. For the relative energy (zero: lowest compared OMol25 entry of this formula, charge and spin), the calculation gives 1.3 kcal/mol. Its expectation value of S² is 0.7648. As for the net charge: -1. The total energy is -115582.159 eV.

---

[8]
This record from OMol25 describes a 2-piece molecular cluster, C13H11N4O9 overall in a non-equilibrium geometry. The level of theory is ωB97M-V/def2-TZVPD.

```
37
Properties=species:S:1:pos:R:3:mulliken_charge:R:1
C 1.085 1.469 -1.784 -1.01
C 0.423 0.124 -1.758 0.60
C -1.018 0.053 -1.584 0.68
C -1.699 -1.249 -1.697 -0.59
C -3.187 -1.092 -2.017 -0.84
C -3.777 -0.142 -1.012 -0.37
O -3.112 1.152 -1.006 -0.39
C -1.806 1.269 -1.324 0.47
O -1.346 2.420 -1.359 -0.79
O 1.121 -0.907 -1.821 -0.80
H 0.307 2.249 -1.775 0.30
H 1.715 1.570 -0.890 0.07
H 1.725 1.538 -2.671 0.36
H -1.183 -1.882 -2.430 0.38
H -1.622 -1.752 -0.717 -0.13
H -3.313 -0.708 -3.038 0.29
H -3.691 -2.059 -1.957 0.42
H -4.823 0.090 -1.236 0.32
H -3.690 -0.529 0.013 0.20
O 4.385 2.028 2.490 -0.57
N 3.161 1.977 2.693 0.94
O 2.548 2.853 3.348 -0.61
C 2.343 0.884 2.181 -0.57
C 0.966 0.956 2.384 -0.62
C 0.111 -0.019 1.817 -0.30
N -1.317 0.195 1.784 1.14
O -1.768 1.288 2.169 -0.62
O -2.045 -0.750 1.377 -0.66
C 0.607 -1.162 1.168 -0.17
C 1.986 -1.278 1.081 0.46
N 2.762 -2.296 0.504 0.94
O 2.488 -3.377 0.025 -0.68
O 4.105 -1.858 0.612 -0.21
N 4.181 -0.612 1.192 -0.59
C 2.895 -0.289 1.506 0.86
H 0.538 1.789 2.936 0.59
H -0.052 -1.944 0.793 0.49
```

For the molar mass, the calculation gives 367.25 g mol⁻¹. The calculation puts the HOMO-LUMO gap at 4.0 eV. For the relative energy (zero: lowest compared OMol25 entry of this formula, charge and spin), the calculation gives 2.5 kcal/mol. As for the net charge: -1. The total energy is -38038.193 eV.